Molecular formula: C19H26N4O2
Method: DFT, wB97M-V/def2-TZVPD

CARTESIAN COORDINATES (ANGSTROEM)
C 3.0931 1.7531 -0.6373
H 3.0800 2.7652 -1.2317
H 3.0769 1.8218 0.2845
C 1.9196 0.9377 -1.1267
N 0.8110 1.5489 -0.8287
C 0.4581 1.6744 0.8129
C 0.1386 3.2104 1.1434
H 1.0684 3.5937 0.9932
C -0.5205 3.3797 -0.4097
H -1.6015 3.1553 -0.4129
H -0.6819 4.3527 -0.5256
C 0.3052 2.5193 -1.4058
C -0.3609 2.4819 -2.7808
N -1.5045 1.2105 -2.5249
C -2.6610 1.3514 -2.4161
O -3.3075 2.4982 -2.1496
C -3.4333 0.2328 -2.1315
H -4.5263 0.3251 -2.2587
H -3.2277 -0.7117 -3.0009
C -3.4179 -0.5027 -0.6277
C -1.9322 -1.1156 -0.5092
N -1.4593 -1.1918 0.8641
C -0.3075 -1.8106 0.4143
N -0.2033 -2.0647 -0.7211
O -1.2780 -1.8463 -1.6490
C 0.7703 -1.9555 1.2851
C 2.1364 -2.4408 0.9651
C 2.9136 -2.8994 1.8480
C 2.8728 -2.3453 3.3593
C 1.6295 -1.6926 3.6244
C 0.6016 -1.6664 2.6141
H -0.1769 -1.1369 2.8651
H 1.4646 -1.4527 4.6058
C 4.0441 -2.5286 4.2283
H 4.9811 -2.4395 3.8047
H 3.7082 -3.7513 4.6031
H 3.9040 -1.9850 4.9204
H 3.8065 -3.1719 1.8157
H 2.1261 -2.9393 -0.0342
H -4.1403 -1.4179 -0.4524
H -3.6275 0.4352 0.0894
H -1.0612 0.3128 -2.1641
H -1.0433 3.2343 -2.8826
H 0.2904 2.2322 -3.4337
H 1.1921 3.1596 -1.6596
H -0.5986 3.3926 1.7153
H -0.4811 1.1570 0.9970
H 1.2350 1.4599 1.2843
H 1.9561 -0.1974 -0.7241
H 1.9240 0.6661 -2.0421
H 4.0326 1.1234 -1.0552

For the frontier orbital gap, the calculation gives 7.69 eV. The energy above the lowest of the compared OMol25 structures with the same formula, charge and spin comes out at 518.2 kcal/mol. The calculation puts the total energy at -1108.38018 Eh.

Table of Mulliken atomic charges, one value per atom, all in e:
1 C -1.3436
2 H 0.2249
3 H 0.5261
4 C -0.7107
5 N 0.9062
6 C -1.0753
7 C -1.3693
8 H 0.4294
9 C -1.0681
10 H 0.2886
11 H 0.7655
12 C 0.2177
13 C -1.7715
14 N -0.0930
15 C 0.7294
16 O -0.7318
17 C -0.9429
18 H 0.4090
19 H 0.2027
20 C -0.2272
21 C 0.0498
22 N -0.4907
23 C 0.0737
24 N -0.2277
25 O -0.2661
26 C 0.8560
27 C -0.4118
28 C -1.1621
29 C 0.8189
30 C -1.2043
31 C -0.3578
32 H 0.6638
33 H 0.5396
34 C -1.5008
35 H 0.3968
36 H 0.2315
37 H 0.5778
38 H 0.6944
39 H 0.3444
40 H 0.2969
41 H 0.2622
42 H 0.2427
43 H 0.6628
44 H 0.6007
45 H 0.0009
46 H 0.6691
47 H 0.0442
48 H 1.1091
49 H -0.1302
50 H 0.8775
51 H 0.3726



Molecular formula: C19H26N4O2S
Method: DFT, wB97M-V/def2-TZVPD

CARTESIAN COORDINATES (ANGSTROEM)
C 3.8299 2.7238 -2.4634
C 3.7424 1.4958 -3.3371
H 4.6179 0.8578 -3.2704
H 3.5373 1.7355 -4.3770
S 2.3497 0.4922 -2.7655
O 1.1755 1.3058 -2.6654
O 2.2778 -0.7042 -3.5594
N 2.8582 0.1104 -1.2007
H 3.3925 -0.7482 -1.2280
C 1.7919 0.0573 -0.2265
H 1.2474 0.9957 -0.3404
H 2.2412 0.0097 0.7690
C 0.8098 -1.1225 -0.4572
N -0.4586 -0.9972 0.2476
C -0.4490 -0.2650 1.5020
H 0.3854 -0.5943 2.1222
C -1.7765 -0.5479 2.2180
N -2.9055 -0.1059 1.4339
C -3.3862 1.1927 1.5437
C -2.7777 2.1648 2.3442
C -3.3328 3.4232 2.4846
C -4.5041 3.7594 1.8316
C -5.1239 2.8053 1.0415
C -4.5817 1.5448 0.9037
H -5.1069 0.8152 0.3065
H -6.0473 3.0424 0.5328
H -4.9300 4.7452 1.9388
H -2.8333 4.1517 3.1078
H -1.8547 1.9547 2.8621
C -2.8817 -0.7638 0.1445
H -3.6991 -0.4143 -0.4821
C -1.5511 -0.5153 -0.5793
H -1.5515 -1.0651 -1.5216
H -1.4526 0.5611 -0.8034
H -2.9977 -1.8398 0.3107
H -1.7991 -0.0867 3.2049
H -1.8779 -1.6319 2.3433
H -0.3573 0.8229 1.3439
C 1.5003 -2.4292 -0.1398
C 1.3464 -3.0986 1.0683
C 2.0660 -4.2601 1.2976
C 2.9267 -4.7096 0.3091
N 3.0585 -4.1033 -0.8581
C 2.3547 -3.0077 -1.0801
H 2.4606 -2.5801 -2.0706
H 3.5270 -5.5996 0.4448
H 1.9596 -4.8031 2.2244
H 0.6561 -2.7310 1.8103
H 0.5963 -1.1172 -1.5330
H 4.6186 3.3915 -2.8027
H 4.0285 2.4310 -1.4358
H 2.8801 3.2516 -2.4941

As for the structure (SMILES): CCS(=O)(=O)NC[C@@H](c1cccnc1)N1CCN(c2ccccc2)CC1. For the frontier orbital gap, the calculation gives 8.23 eV. The energy above the lowest of the compared OMol25 structures with the same formula, charge and spin comes out at 68.0 kcal/mol. The calculation puts the total energy at -1507.27326 Eh.

Table of Mulliken atomic charges, one value per atom, all in e:
1 C -1.1181
2 C -0.4595
3 H 0.3217
4 H 0.4021
5 S 1.0834
6 O -0.6200
7 O -0.6944
8 N -0.2497
9 H 0.4433
10 C -1.3633
11 H 0.5750
12 H 0.2749
13 C 0.2332
14 N 0.2472
15 C -0.4247
16 H 0.6100
17 C -1.6960
18 N 0.1114
19 C 1.0424
20 C -0.3470
21 C -0.8245
22 C -0.4697
23 C -0.6461
24 C -0.3196
25 H 0.3890
26 H 0.3626
27 H 0.3857
28 H 0.3566
29 H 0.2421
30 C -1.2526
31 H 0.4314
32 C -0.4048
33 H 0.5331
34 H 0.2203
35 H 0.3346
36 H 0.5621
37 H 0.3616
38 H 0.4557
39 C 0.0901
40 C -0.4194
41 C -0.5485
42 C -0.3366
43 N -0.6626
44 C -0.5225
45 H 0.6008
46 H 0.3800
47 H 0.4177
48 H 0.3161
49 H 0.6182
50 H 0.3812
51 H 0.2968
52 H 0.2993



Molecular formula: C19H26N4OS2
Method: DFT, wB97M-V/def2-TZVPD

CARTESIAN COORDINATES (ANGSTROEM)
C 1.4954 1.7152 0.4756
C 0.0304 1.9775 0.1620
O -0.0654 2.5750 -1.1214
C -1.1660 3.4371 -1.3134
C -2.4905 2.7188 -1.5954
C -2.5080 2.0589 -2.9765
N -1.5142 1.0201 -3.0885
C -1.8100 -0.2948 -3.0771
N -0.7753 -1.1743 -3.0016
C 0.5403 -0.8227 -2.4966
H 1.2233 -0.5882 -3.3242
H 0.4647 0.0516 -1.8469
C 1.1063 -1.9913 -1.6686
N 0.0551 -2.6068 -0.8951
C -0.0858 -2.2804 0.4036
N 0.7832 -1.6267 1.0949
C 0.3942 -1.4699 2.3979
C -0.8102 -2.0302 2.7014
S -1.5093 -2.7984 1.3198
H -1.3236 -2.0676 3.6392
C 1.2723 -0.7620 3.3216
C 0.8016 -0.2345 4.5228
C 1.6606 0.4302 5.3772
C 2.9977 0.5819 5.0475
C 3.4735 0.0643 3.8539
C 2.6195 -0.6021 2.9968
H 2.9792 -1.0131 2.0662
H 4.5151 0.1801 3.5914
H 3.6651 1.1027 5.7182
H 1.2849 0.8356 6.3055
H -0.2414 -0.3355 4.7825
C -1.0367 -3.1793 -1.6568
H -1.9871 -2.9246 -1.1762
C -1.0203 -2.5959 -3.0724
H -0.2394 -3.0561 -3.6837
H -1.9874 -2.7589 -3.5499
H -0.9484 -4.2721 -1.6891
H 1.8643 -1.6265 -0.9758
H 1.5529 -2.7505 -2.3172
S -3.3755 -0.8280 -3.2460
H -0.5752 1.3253 -2.8737
H -2.3114 2.8121 -3.7468
H -3.4836 1.6045 -3.1650
H -2.6696 1.9621 -0.8293
H -3.2982 3.4494 -1.5463
H -0.8957 4.0586 -2.1732
H -1.2817 4.0895 -0.4361
H -0.3951 2.6512 0.9173
H -0.5378 1.0356 0.1914
H 2.0472 2.6515 0.4743
H 1.9324 1.0557 -0.2690
H 1.5838 1.2461 1.4505

As for the structure (SMILES): CCOCCCNC(=S)N1CCN(c2nc(-c3ccccc3)cs2)CC1. For the frontier orbital gap, the calculation gives 8.38 eV. The energy above the lowest of the compared OMol25 structures with the same formula, charge and spin comes out at 4.1 kcal/mol. The calculation puts the total energy at -1830.25719 Eh.

Table of Mulliken atomic charges, one value per atom, all in e:
1 C -0.9191
2 C -0.2974
3 O -0.4613
4 C -0.7050
5 C -0.3250
6 C -1.0770
7 N -0.1891
8 C 0.7701
9 N 0.1593
10 C 0.4926
11 H 0.1318
12 H -0.4445
13 C -1.1125
14 N 0.1722
15 C 0.5252
16 N -0.2613
17 C -0.6243
18 C -0.4448
19 S -0.2273
20 H 0.4334
21 C 1.1236
22 C -0.7623
23 C -0.6064
24 C -0.4790
25 C -0.5320
26 C -0.1320
27 H 0.4428
28 H 0.3984
29 H 0.3898
30 H 0.3861
31 H 0.3319
32 C -0.6174
33 H 0.5352
34 C -1.4091
35 H 0.3297
36 H 0.4996
37 H 0.3046
38 H 0.4812
39 H 0.3244
40 S -0.5164
41 H 0.3169
42 H 0.3703
43 H 0.4276
44 H 0.1669
45 H 0.4453
46 H 0.3657
47 H 0.4018
48 H 0.6276
49 H 0.0844
50 H 0.4361
51 H 0.1577
52 H 0.1112



Molecular formula: C19H26N4OsS9
Method: DFT, wB97M-V/def2-TZVPD

CARTESIAN COORDINATES (ANGSTROEM)
Os -0.0339 -0.3145 0.4499
C -0.6304 4.4955 -2.8634
C -0.6206 5.1683 -1.4836
S 0.2626 4.3027 -0.1513
C -1.0372 3.3797 0.6998
C -1.8207 2.4137 -0.1734
S -0.7040 1.3788 -1.1787
C -1.7994 0.9334 -2.5627
C -1.6666 1.9474 -3.6954
S -2.1866 3.6465 -3.3138
H 0.1974 3.7953 -2.9612
H -0.4941 5.2682 -3.6193
H -1.6266 5.4152 -1.1411
H -0.0870 6.1156 -1.5671
H -1.7444 4.0668 1.1685
H -0.5194 2.8524 1.5075
H -2.4279 2.9568 -0.8965
H -2.4752 1.7709 0.4175
H -2.8222 0.8602 -2.1930
H -1.4814 -0.0515 -2.9079
H -2.3041 1.6197 -4.5177
H -0.6446 1.9653 -4.0734
C 2.3959 -6.2198 0.1701
C 1.7543 -4.8968 -0.0530
C 1.3752 -4.4643 -1.3320
C 0.7611 -3.2364 -1.4446
N 0.5348 -2.4789 -0.3641
C 0.9560 -2.9653 0.8111
S 0.7299 -1.7698 2.0796
N 1.5421 -4.1202 1.0164
H 1.6334 -7.0011 0.1292
H 2.8660 -6.2517 1.1487
H 3.1264 -6.4369 -0.6078
H 1.5559 -5.0774 -2.2026
H 0.4393 -2.8408 -2.3996
C -2.6053 -0.3895 2.9748
C -2.8548 -0.9801 1.6360
N -2.0357 -0.9626 0.5864
C -2.6961 -1.5868 -0.4579
C -3.9188 -1.9783 -0.0307
N -3.9990 -1.5840 1.2820
H -1.5414 -0.4067 3.2020
H -3.1305 -0.9504 3.7463
H -2.9558 0.6441 3.0101
H -2.2341 -1.7229 -1.4188
H -4.7195 -2.4948 -0.5282
H -4.7833 -1.7367 1.8967
C 2.8004 2.8025 2.8239
S 4.4130 2.0004 2.7186
C 4.2463 0.4933 1.9095
C 3.3139 0.0254 0.9747
S 1.9799 0.9205 0.2982
S 3.6451 -1.5131 0.3174
C 5.0949 -1.8793 1.1993
S 5.9075 -3.2746 1.0414
S 5.5373 -0.5956 2.2864
H 2.9671 3.5816 3.5674
H 2.0506 2.1072 3.1897
H 2.5139 3.2533 1.8798

As for the expectation value of S²: 6.057. Its total charge is +2. For the frontier orbital gap (spin up / spin down), the calculation gives 7.53 / 4.78 eV. The energy above the lowest of the compared OMol25 structures with the same formula, charge and spin comes out at 0.0 kcal/mol. The calculation puts the total energy at -4632.45474 Eh. As for the multiplicity: 5.

Table of Mulliken atomic charges, one value per atom, all in e:
1 Os 2.2509
2 C -0.5350
3 C -0.8022
4 S -0.0868
5 C -0.8341
6 C -0.6736
7 S -0.1386
8 C -0.4933
9 C -0.9024
10 S -0.1310
11 H 0.2509
12 H 0.4793
13 H 0.3588
14 H 0.4447
15 H 0.5919
16 H 0.1956
17 H 0.4479
18 H 0.4559
19 H 0.4221
20 H 0.3555
21 H 0.5025
22 H 0.3758
23 C -1.2837
24 C 0.9522
25 C -0.9442
26 C -0.3206
27 N -0.3223
28 C 0.0666
29 S -0.4307
30 N -0.4084
31 H 0.3170
32 H 0.3479
33 H 0.3914
34 H 0.4414
35 H 0.5252
36 C -1.1487
37 C 0.5136
38 N -0.5928
39 C -0.2718
40 C -0.8652
41 N -0.0001
42 H 0.1536
43 H 0.4505
44 H 0.2984
45 H 0.5652
46 H 0.4285
47 H 0.2051
48 C -0.7175
49 S 0.0099
50 C 0.2652
51 C -0.0473
52 S -0.3005
53 S 0.2246
54 C 0.0985
55 S -0.0308
56 S -0.0313
57 H 0.4530
58 H 0.2906
59 H 0.1828



Molecular formula: C19H26NO7Rb
Method: DFT, wB97M-V/def2-TZVPD

CARTESIAN COORDINATES (ANGSTROEM)
Rb 1.5780 -1.3703 2.3234
C -0.4629 1.3263 -5.2467
C 0.1133 -0.0862 -5.0120
C 0.7692 -0.3427 -6.4139
C 1.6109 -1.6494 -6.4607
C 2.6238 -1.5521 -5.3009
C 2.0389 -1.4774 -3.8773
N 1.0876 -0.2331 -3.8719
O 0.4468 -0.0846 -2.5629
C 3.2184 -1.1444 -2.9509
C 1.4366 -2.8897 -3.5427
C -1.0788 -1.0954 -4.9277
H -0.6444 1.7237 -4.2481
H -1.4062 1.2725 -5.7903
H 0.1263 2.0314 -5.8330
H 1.3640 0.4392 -6.8860
H -0.0737 -0.4938 -7.0883
H 2.1318 -1.6392 -7.4181
H 0.9654 -2.5177 -6.5925
H 3.2125 -0.6734 -5.5644
H 3.3148 -2.3913 -5.3812
H 2.9276 -1.1657 -1.9006
H 3.7819 -0.2357 -3.1624
H 3.8632 -2.0146 -3.0734
H 1.9136 -3.5543 -2.8223
H 1.2542 -3.3933 -4.4921
H 0.5336 -2.9398 -2.9343
H -1.6921 -0.9201 -4.0438
H -0.8233 -2.1503 -4.8275
H -1.7712 -1.0005 -5.7641
C 1.4857 2.7240 6.0735
C 2.0478 3.3104 7.2091
C 2.4404 4.7504 7.3202
O 2.7450 5.2874 8.4546
C 2.2053 5.6499 6.3854
C 1.6837 5.2653 5.0781
C 1.3981 3.6009 4.9050
O 1.2166 3.1741 3.7556
O 1.4061 5.9429 4.1158
O 2.3613 2.3522 8.0624
H 1.1330 1.7070 5.9850
H 2.3931 6.7106 6.4631
O -2.4791 -2.9829 4.1305
C -3.5110 -2.4808 4.5021
O -4.7336 -3.0151 4.3247
C -5.6648 -2.3725 5.2318
C -5.0478 -0.9584 5.3727
C -3.6268 -1.1262 5.2447
H -5.5358 -2.9503 6.1470
H -6.7228 -2.3014 4.9797
H -5.4462 -0.3844 6.2093
H -5.5102 -0.3943 4.5627
H -3.3720 -1.0942 6.3040
H -3.2265 -0.1925 4.8495

Its total charge is -2. For the frontier orbital gap, the calculation gives 2.31 eV. The calculation puts the total energy at -1344.86089 Eh.

Table of Mulliken atomic charges, one value per atom, all in e:
1 Rb 0.9188
2 C -1.6810
3 C 1.6260
4 C -1.4288
5 C -0.6293
6 C -1.5276
7 C 1.8295
8 N 0.0723
9 O -0.8382
10 C -1.7860
11 C -1.6555
12 C -1.7289
13 H 0.4150
14 H 0.3474
15 H 0.3503
16 H 0.4607
17 H 0.3731
18 H 0.3684
19 H 0.3586
20 H 0.4199
21 H 0.3967
22 H 0.2499
23 H 0.4021
24 H 0.4409
25 H 0.3858
26 H 0.2724
27 H 0.4190
28 H 0.3268
29 H 0.3431
30 H 0.4407
31 C -0.6031
32 C 0.4669
33 C 0.1607
34 O -0.7833
35 C -0.6049
36 C 0.4446
37 C 0.5003
38 O -0.7486
39 O -0.6869
40 O -0.8007
41 H 0.3295
42 H 0.3807
43 O -0.5900
44 C 0.5602
45 O -0.3529
46 C -0.4080
47 C -0.6665
48 C -0.3276
49 H 0.2621
50 H 0.3349
51 H 0.3996
52 H 0.2641
53 H 0.2209
54 H 0.3060